63
Properties=species:S:1:pos:R:3:forces:R:3 method="wB97M-V/def2-TZVPD" gap_ha="0.2756 / 0.2146" s_squared=6.0389 relative_energy_kcal_mol=32.2 spin_multiplicity=5 total_charge=+1
Ru 0.548605 0.443574 -0.041067 -0.636 0.468 0.368
C -1.536894 6.511775 -0.523348 -0.094 -1.035 1.790
C -0.280267 6.091139 0.260246 0.628 0.752 -1.045
N 0.482719 4.985133 -0.310718 0.186 -0.855 -0.898
C 0.175377 3.668491 -0.080171 0.199 0.764 0.591
S 0.992831 2.494538 -1.095626 0.092 -0.051 0.023
N -0.617927 3.365854 0.917951 -0.180 0.194 -0.288
N -0.831603 2.035200 1.110646 0.124 -0.149 0.360
C -1.477175 1.670349 2.181855 1.419 0.387 -1.190
C -1.918601 2.608823 3.214474 -0.506 0.551 1.219
C -1.555314 0.224018 2.387549 -1.200 -0.336 -0.011
C -2.396253 -0.320075 3.374434 1.067 1.347 -0.464
C -2.499967 -1.691176 3.439991 -1.096 -0.014 1.886
C -1.799325 -2.521335 2.620930 1.411 1.024 -1.743
C -0.990063 -1.872012 1.645613 -1.114 -0.450 0.634
N -0.906236 -0.558017 1.502180 -0.057 0.023 0.588
H -2.158278 7.033395 0.226345 -0.113 -0.269 -0.583
H -2.043593 5.634500 -0.935900 -0.138 0.197 0.205
H -1.315980 7.186046 -1.290739 0.370 0.967 -1.287
H -0.573325 5.741903 1.219548 -0.083 0.116 0.991
H 0.413348 6.971954 0.302414 -0.567 -0.863 0.374
H 1.125161 5.195588 -1.085129 -0.616 -0.390 0.618
H -3.002999 2.653268 3.358006 -0.028 0.102 -0.490
H -1.519169 3.610175 3.056912 -0.182 -0.190 -0.134
H -1.593705 2.268211 4.201701 0.337 -0.073 -0.074
H -2.862649 0.367401 4.109133 0.145 -0.795 -0.699
H -3.136185 -2.052119 4.249061 0.132 -0.360 -0.343
H -1.813427 -3.591632 2.669317 -0.125 -0.259 0.071
H -0.439036 -2.416330 0.916482 0.377 -0.645 -0.378
C -1.792286 -4.181077 -2.551676 1.514 1.791 -0.314
Si -0.727318 -3.242799 -3.850100 0.212 -0.739 0.153
C -1.472292 -1.895335 -4.867300 -0.524 0.947 0.214
C -0.095833 -4.414521 -5.131272 0.032 -1.261 -0.075
C 0.710550 -2.636848 -2.777342 -0.957 0.435 -1.573
C 1.857915 -3.382808 -2.764881 0.597 -0.684 1.030
C 2.754351 -3.261612 -1.693032 0.854 0.790 -0.122
C 2.479474 -2.250816 -0.781834 0.124 -0.212 0.301
N 1.398113 -1.468216 -0.868485 0.537 1.046 0.134
C 0.594007 -1.560776 -1.921741 -0.482 -1.411 0.619
S -0.671111 -0.374634 -1.939506 -0.090 0.343 0.204
H -2.559187 -4.678316 -3.071411 -1.158 -0.816 -0.364
H -2.194384 -3.349484 -1.962759 -0.247 -0.365 0.279
H -1.190843 -4.850670 -1.926765 -0.185 0.125 -0.206
H -1.736635 -2.191849 -5.885836 0.297 -0.176 0.106
H -0.697974 -1.099224 -4.906859 -0.661 -0.220 -0.127
H -2.406710 -1.495820 -4.446666 0.400 0.211 0.034
H -0.982830 -4.571582 -5.770463 0.223 -0.283 0.244
H 0.201989 -5.407930 -4.686909 -0.128 0.924 -0.711
H 0.655255 -4.026330 -5.833410 0.056 -0.108 0.441
H 1.970510 -4.107381 -3.553558 0.320 -0.353 0.051
H 3.720228 -3.792701 -1.589797 -0.903 0.189 -0.240
H 3.118760 -2.001326 0.053419 0.158 -0.319 0.067
C 3.472500 0.397719 3.747957 -0.289 0.404 -0.047
C 2.817796 -0.751242 3.337313 0.619 0.038 0.093
C 2.049352 -0.760332 2.225257 -1.271 0.616 -1.627
C 1.846119 0.443331 1.527800 0.003 -0.170 -0.548
C 2.475188 1.628374 1.950815 -0.748 0.232 -0.417
C 3.265119 1.624753 3.061001 1.535 -1.650 2.154
H 4.110535 0.321500 4.623994 -0.027 0.323 -0.148
H 2.897017 -1.718235 3.752755 0.594 -0.637 1.204
H 1.555416 -1.699206 1.921233 0.367 0.660 0.086
H 2.274626 2.571809 1.465450 0.046 -0.039 -0.261
H 3.832484 2.444923 3.512527 -0.567 0.209 -0.730

60
Properties=species:S:1:pos:R:3:forces:R:3 method="wB97M-V/def2-TZVPD" gap_ha=0.2111 relative_energy_kcal_mol=15.5 total_charge=-1
Au -0.030300 0.118800 0.268900 -1.041 0.551 2.397
Cl 2.045200 -5.581700 -4.372700 0.111 -0.163 -0.139
C 1.302100 -4.486700 -3.236300 0.336 0.084 0.041
C -0.077100 -4.577900 -3.004900 -0.004 0.158 0.133
C -0.666600 -3.711400 -2.135700 -0.138 -0.215 -0.025
C 0.057000 -2.696500 -1.424500 0.304 -0.203 -0.313
O -0.584600 -1.941100 -0.651200 -0.053 0.533 0.235
C 1.479200 -2.655900 -1.664000 -0.755 -0.258 -0.114
C 2.359400 -1.748700 -1.009600 0.742 0.552 0.462
O 2.125600 -0.903500 -0.146200 0.442 -0.637 -0.528
C 2.057000 -3.560400 -2.577800 -0.085 0.020 -0.019
H -0.649700 -5.337300 -3.518200 -0.078 -0.012 -0.037
H -1.725700 -3.764100 -1.931800 -0.119 0.020 -0.033
H 3.420700 -1.850900 -1.337400 -0.111 -0.025 -0.006
H 3.124900 -3.506200 -2.744500 0.071 -0.023 -0.066
C 0.548700 3.577500 -2.317200 0.111 -0.058 -0.126
C 0.714300 2.252800 -3.068100 -0.004 -0.059 0.186
C 1.710800 1.340500 -2.361600 -0.076 0.078 -0.105
C -0.626200 1.577600 -3.243800 -0.030 0.072 0.062
C -1.018800 1.213000 -4.518100 -0.110 -0.095 -0.088
C -2.279700 0.701700 -4.769000 -0.160 -0.053 -0.233
C -3.176900 0.611100 -3.718900 0.026 -0.116 -0.190
C -2.823600 0.939000 -2.424100 -0.005 0.133 0.072
C -3.877900 0.828800 -1.344300 0.196 -0.025 0.104
C -3.610300 -0.422400 -0.508100 -0.126 0.101 -0.077
C -3.938200 2.100400 -0.495700 -0.111 -0.109 -0.083
C -1.495900 1.369100 -2.132800 -0.295 0.144 -0.823
O -1.120600 1.659700 -0.916200 0.336 -0.398 -0.012
H 1.507300 4.080900 -2.194800 0.134 0.112 -0.055
H 0.126100 3.379100 -1.335400 0.007 0.048 0.011
H -0.135200 4.229300 -2.860800 0.004 0.124 -0.020
H 1.107700 2.457700 -4.073800 -0.089 0.027 0.089
H 1.420100 1.211800 -1.321400 0.132 0.037 0.048
H 2.715400 1.760700 -2.385500 0.158 0.040 0.045
H 1.727300 0.358000 -2.832500 0.062 -0.074 -0.033
H -0.329100 1.340200 -5.345400 0.090 0.065 -0.003
H -2.572900 0.415000 -5.771100 -0.001 -0.001 -0.030
H -4.188100 0.266800 -3.908700 -0.062 -0.020 -0.004
H -4.854100 0.708800 -1.839900 0.179 -0.003 0.039
H -2.600700 -0.388000 -0.109500 0.050 -0.051 0.058
H -3.690800 -1.314500 -1.127300 0.059 -0.084 -0.039
H -4.316700 -0.515200 0.315600 -0.127 0.014 0.191
H -2.951200 2.337200 -0.109900 -0.006 0.022 0.042
H -4.632700 1.976500 0.333100 -0.185 0.025 0.135
H -4.269800 2.933000 -1.114000 -0.069 0.147 -0.012
C -2.386600 0.935600 2.772400 0.264 0.068 -0.229
C -1.328400 -0.145100 3.050700 -0.131 0.161 1.133
C -1.854400 -1.526900 2.609500 0.419 0.083 -0.341
C -1.056400 -0.191400 4.561000 -0.170 0.000 -0.107
C -0.093300 0.210300 2.303100 0.004 -1.032 -2.567
H -3.369100 0.641300 3.138300 -0.016 -0.119 0.119
H -2.440400 1.128100 1.707100 -0.118 0.027 -0.153
H -2.090900 1.860000 3.264000 -0.055 0.194 0.027
H -2.893900 -1.669600 2.905000 -0.012 0.153 0.146
H -1.249500 -2.311300 3.061200 0.036 -0.110 0.004
H -1.778800 -1.634600 1.533000 -0.090 -0.105 -0.188
H -1.984000 -0.375400 5.101500 -0.041 -0.042 0.180
H -0.642000 0.757300 4.893500 0.032 0.134 0.141
H -0.345800 -0.982000 4.796300 0.050 -0.074 0.071
H 0.838500 0.224200 2.853800 0.116 0.239 0.628

66
Properties=species:S:1:pos:R:3:forces:R:3 method="wB97M-V/def2-TZVPD" gap_ha=0.3533 smiles="C[C@@H](O)CO[C@@]1(C[C@@H](C)O)[C@H](S)C(=O)N[C@@]1(Br)COC(F)(F)F.c1ccccc1.c1ccccc1"
C -2.930296 3.276929 -2.087684 0.059 0.122 -0.306
C -1.454263 2.896854 -2.216198 -0.047 -0.075 -0.153
O -0.689594 4.076476 -1.968445 0.067 -0.160 0.002
C -0.999161 1.753925 -1.292724 0.232 -0.081 0.002
O -0.993071 0.509288 -1.999566 -0.258 0.118 0.029
C -1.756227 -0.576776 -1.457735 0.410 0.100 -0.028
C -1.017563 -1.148209 -0.245412 0.080 -0.126 -0.190
C 0.489374 -1.412437 -0.452757 0.071 -0.131 0.265
C 1.363324 -0.335965 0.179791 0.197 -0.055 -0.072
O 0.797388 -2.659364 0.204669 -0.058 0.088 -0.111
C -3.207649 -0.128467 -1.148871 -0.350 -0.225 0.753
S -3.833906 -0.234424 0.578726 -0.003 -0.040 -0.183
C -4.116085 -1.036224 -1.960414 -0.830 0.043 -0.300
O -5.314783 -1.147397 -1.834256 0.794 -0.008 -0.028
N -3.366940 -1.730428 -2.900823 0.204 -0.121 1.214
C -1.933640 -1.599339 -2.673442 -0.191 0.380 -0.451
Br -1.221330 -3.409426 -2.401608 0.009 -0.040 0.192
C -1.275562 -1.065358 -3.947554 -0.077 -0.141 -0.103
O -1.633590 -1.966894 -5.007775 0.117 0.077 0.017
C -1.243949 -1.585398 -6.233954 0.044 0.379 0.309
F 0.078218 -1.333974 -6.307164 0.027 0.008 0.079
F -1.528291 -2.542734 -7.083485 -0.162 -0.450 -0.357
F -1.863632 -0.460092 -6.643205 0.006 0.033 0.052
H -3.026801 4.352987 -2.253371 0.016 -0.134 0.047
H -3.346317 3.043633 -1.105163 0.023 0.054 -0.028
H -3.524495 2.788640 -2.866996 -0.010 -0.057 0.245
H -1.265567 2.540229 -3.238759 0.012 0.117 0.081
H 0.200077 3.940253 -2.319591 -0.145 0.047 0.132
H -1.606443 1.688309 -0.385661 0.010 0.063 -0.031
H 0.026112 1.970187 -0.974579 -0.133 -0.033 -0.045
H -1.143773 -0.443743 0.579990 -0.030 -0.060 -0.010
H -1.482362 -2.088514 0.063052 -0.031 0.163 0.027
H 0.723950 -1.502481 -1.517039 -0.036 0.053 0.034
H 2.405833 -0.669731 0.194710 -0.129 0.060 -0.021
H 1.059039 -0.158721 1.215560 0.022 -0.014 -0.084
H 1.325281 0.606182 -0.369621 -0.049 -0.095 0.045
H 1.298720 -3.223088 -0.391446 -0.047 0.080 0.001
H -3.397168 0.906974 -1.417383 0.165 -0.100 -0.393
H -3.366675 0.949150 0.994211 0.109 0.034 -0.033
H -3.707180 -2.682470 -2.977733 -0.028 0.122 -0.675
H -1.679717 -0.074587 -4.164352 0.085 -0.102 0.034
H -0.190372 -1.032846 -3.856470 -0.071 0.118 0.069
C -0.975364 -1.228722 4.005896 0.001 0.009 0.026
C 0.051101 -1.909546 3.365014 -0.092 0.067 -0.061
C 1.260124 -2.110310 4.013350 0.081 0.040 0.027
C 1.447540 -1.626644 5.301308 -0.012 -0.022 0.013
C 0.419515 -0.950275 5.944682 0.004 0.023 -0.009
C -0.792703 -0.751889 5.297416 0.011 0.011 -0.013
H -1.918899 -1.071909 3.496835 -0.006 -0.011 -0.004
H -0.078238 -2.270995 2.354884 -0.004 -0.085 -0.001
H 2.060970 -2.632586 3.504787 -0.006 -0.020 -0.005
H 2.394903 -1.774893 5.804472 -0.003 -0.012 0.011
H 0.564771 -0.574032 6.949094 -0.001 -0.002 0.007
H -1.593181 -0.222957 5.798736 -0.004 -0.001 0.006
C 5.396132 2.433300 1.632445 0.004 -0.003 -0.005
C 4.108134 2.761306 2.033296 -0.013 0.000 -0.010
C 3.338904 1.834485 2.723173 -0.009 0.005 -0.010
C 3.856743 0.579458 3.011771 -0.020 -0.024 0.003
C 5.143213 0.250376 2.607630 -0.008 0.005 -0.009
C 5.913459 1.177530 1.918894 -0.001 0.000 -0.010
H 5.997612 3.157247 1.097951 0.003 0.003 -0.006
H 3.704465 3.740329 1.808774 0.000 0.010 0.005
H 2.334384 2.088430 3.037609 -0.006 -0.001 0.010
H 3.252458 -0.140345 3.548552 -0.007 0.001 -0.002
H 5.545735 -0.729950 2.828753 0.006 -0.003 0.010
H 6.917309 0.921660 1.605203 0.006 0.000 0.000

72
Properties=species:S:1:pos:R:3:forces:R:3 method="wB97M-V/def2-TZVPD" gap_ha="0.1605 / 0.2296" s_squared=2.0187 relative_energy_kcal_mol=27.3 spin_multiplicity=3 total_charge=-1
Ti -1.094379 0.644554 -0.439618 -0.566 0.657 -0.603
Br 3.933179 -2.643373 -1.634220 0.071 0.051 0.065
C 3.896611 -0.690417 -1.886503 0.073 -0.149 -0.009
C 5.121919 -0.113016 -2.160777 -0.020 0.048 -0.003
C 5.076764 1.301581 -2.340672 -0.029 -0.010 -0.006
C 3.890019 1.959421 -2.205110 0.042 0.006 -0.003
C 2.698348 1.248349 -1.884648 0.022 0.061 0.046
N 2.734050 -0.140116 -1.762962 -0.123 -0.021 0.102
C 1.494993 1.988430 -1.623215 -0.249 -0.066 -0.127
O 1.416695 3.216498 -1.742840 0.074 0.078 0.073
O 0.417026 1.279912 -1.242209 0.336 -0.160 0.235
H 6.025894 -0.695166 -2.230835 0.001 0.003 0.001
H 5.983052 1.845223 -2.580507 -0.002 -0.006 -0.001
H 3.815106 3.031382 -2.326729 0.002 -0.002 0.007
O -6.675620 1.505819 -0.439266 0.011 0.009 0.004
C -5.803787 2.218241 0.440528 -0.011 -0.003 -0.001
C -4.343882 1.848315 0.158887 0.005 -0.004 0.012
C -4.278748 0.321052 0.205756 0.050 -0.018 -0.031
O -2.937548 -0.152994 0.422333 0.085 -0.127 0.078
C -3.547289 2.466882 1.321823 -0.044 -0.042 -0.027
Se -1.595188 2.632824 1.145742 -0.005 -0.008 0.039
C -3.953297 2.457794 -1.208217 -0.024 0.010 0.056
Se -2.799206 1.369120 -2.360213 0.112 -0.131 0.151
H -7.551502 1.893756 -0.377136 -0.004 -0.003 -0.001
H -6.047817 1.977329 1.483654 0.002 0.001 0.003
H -5.915386 3.299287 0.301743 -0.001 0.001 -0.002
H -4.658590 -0.099656 -0.724778 -0.010 0.016 -0.003
H -4.883126 -0.036974 1.046399 -0.023 0.004 -0.012
H -2.877562 -1.119704 0.260582 0.048 -0.012 -0.005
H -3.764284 1.898584 2.230918 0.008 0.003 0.007
H -3.919424 3.482232 1.482603 0.009 0.002 0.002
H -3.457837 3.411880 -1.029807 0.007 0.000 -0.012
H -4.859677 2.631172 -1.787846 0.005 -0.002 -0.011
C 1.541895 -3.177901 4.091082 0.007 -0.005 0.008
C 0.967061 -2.209329 3.096597 0.047 -0.049 0.027
C -0.198170 -1.504132 3.364006 -0.016 0.038 0.011
C -0.716284 -0.653801 2.405943 -0.007 0.112 -0.026
N -0.144684 -0.478432 1.214311 0.068 -0.262 0.020
C 1.000227 -1.120506 0.959865 0.051 -0.019 0.121
C 1.576361 -1.992907 1.867384 -0.027 0.101 -0.091
H 1.225240 -2.938922 5.106160 -0.001 0.007 -0.007
H 2.631295 -3.176452 4.056674 0.000 0.001 -0.004
H 1.206101 -4.193848 3.869190 0.002 0.004 0.000
H -0.703004 -1.604391 4.316785 0.002 -0.009 -0.007
H -1.610596 -0.069524 2.579298 -0.007 -0.026 0.006
H 1.476061 -0.912715 0.005793 -0.024 0.001 -0.063
H 2.505652 -2.479517 1.602822 0.054 -0.039 0.000
N 2.415035 3.845240 0.876532 -0.044 -0.071 0.097
C 2.632508 2.656944 1.476054 0.042 0.047 -0.175
O 1.832252 1.742685 1.488064 0.026 -0.061 0.131
C 4.000715 2.435717 2.101098 0.008 -0.016 -0.015
I 4.645243 3.984121 3.428810 0.021 0.017 0.003
H 1.676618 3.869456 0.176711 0.012 0.005 -0.067
H 3.183137 4.482206 0.757159 -0.003 0.001 -0.008
H 4.757935 2.374729 1.321765 -0.006 -0.016 0.006
H 3.973834 1.517313 2.674211 -0.002 0.016 0.021
C -0.328822 -4.796289 -0.329378 -0.017 0.025 -0.005
N -0.280492 -3.630419 -1.200218 -0.033 0.002 0.058
C 0.598782 -3.598110 -2.237440 0.030 0.000 -0.103
C 0.706186 -2.530592 -3.040526 -0.128 0.042 0.032
C -0.080010 -1.381285 -2.700609 0.092 -0.032 -0.177
N -0.877600 -1.381907 -1.632201 0.018 0.037 0.260
C -1.081026 -2.525239 -0.917351 0.070 0.022 -0.167
O -1.926678 -2.609183 -0.026768 -0.082 0.029 0.082
N -0.028493 -0.304228 -3.480840 -0.052 -0.033 0.009
H -0.504832 -5.697377 -0.916922 0.007 0.000 -0.006
H -1.142811 -4.655177 0.372942 -0.002 -0.005 0.001
H 0.610017 -4.891395 0.218065 0.005 -0.004 0.001
H 1.202533 -4.486278 -2.366837 -0.001 0.017 -0.001
H 1.411846 -2.502066 -3.855312 0.008 -0.005 0.025
H 0.769371 -0.199580 -4.084366 0.006 -0.010 0.007
H -0.461912 0.554873 -3.151412 0.024 -0.048 -0.029